A structure of composition C19H15N3O7SV at a distorted geometry, computed with ωB97M-V with the def2-TZVPD basis set.

E (Eh): -2766.05459
Largest force on an atom (Eh/bohr): 0.10414
Lowest unoccupied orbital energy (spin up / spin down) (eV): -1.2 / -1.1
Kohn-Sham gap (spin up / spin down) (eV): 8.3 / 8.6

The geometry in ORCA input format:
```
! RIJCOSX wB97M-V def2-TZVPD def2/J DEFGRID3
* xyz 0 2
V 1.1313 -0.6170 0.8075
C -5.5245 4.1041 -0.5330
C -4.5457 3.1305 0.0708
C -4.1832 1.9755 -0.6103
C -3.2568 1.0936 -0.0751
C -2.6825 1.3781 1.1497
C -3.0293 2.5235 1.8478
C -3.9524 3.3974 1.3010
S -1.4852 0.2608 1.8478
O -1.7087 -0.9672 1.1501
O -1.7280 0.2391 3.2530
N -0.0134 0.9078 1.5377
C 0.3242 1.2119 0.0805
C -0.0402 2.4800 -0.3026
C 0.2080 2.9470 -1.5888
C 0.8549 2.1541 -2.4959
C 1.2614 0.8941 -2.0869
N 1.0419 0.4238 -0.8851
H -6.2082 3.6010 -1.2144
H -4.9969 4.8802 -1.0893
H -6.1240 4.5840 0.2387
H -4.6276 1.7524 -1.5722
H -2.9756 0.1937 -0.6042
H -2.5779 2.7232 2.8105
H -4.2165 4.2959 1.8447
H -0.5435 3.1189 0.4066
H -0.1167 3.9404 -1.8665
H 1.0539 2.4937 -3.5008
H 1.7910 0.2202 -2.7509
O 2.5143 -0.6212 1.5880
O 0.0182 -4.5531 0.6347
C 0.7540 -3.6148 0.5840
O 0.3459 -2.3618 0.7717
C 2.2199 -3.8568 0.2866
C 2.6770 -5.1515 0.0923
C 4.0133 -5.3905 -0.1761
C 4.9052 -4.3332 -0.2551
C 4.4354 -3.0508 -0.0629
C 3.1054 -2.8044 0.2120
N 5.3809 -1.9297 -0.1648
O 4.9421 -0.8058 -0.0196
O 6.5439 -2.1914 -0.4014
H 1.9713 -5.9669 0.1558
H 4.3588 -6.4030 -0.3257
H 5.9474 -4.5107 -0.4681
H 2.7372 -1.7950 0.3786
*
```

A structure of composition C21H31AuN5O6S at a distorted geometry, computed with ωB97M-V with the def2-TZVPD basis set.

E (Eh): -2077.20046
Largest force on an atom (Eh/bohr): 0.08336
Lowest unoccupied orbital energy (spin up / spin down) (eV): -4.0 / -4.7
Kohn-Sham gap (spin up / spin down) (eV): 5.6 / 5.0

The geometry in ORCA input format:
```
! RIJCOSX wB97M-V def2-TZVPD def2/J DEFGRID3
* xyz 1 3
O 0.3935 -1.8357 -4.0657
H -0.5919 -1.9093 -4.0969
Au -0.0280 0.0338 -0.0277
N 1.5013 -1.0810 -0.8256
N -0.7448 -1.8776 0.3314
N 0.6954 1.9672 -0.2015
N -1.3791 1.0932 1.1220
O 2.6422 -0.6013 -1.0344
O 1.7188 2.3910 -1.0014
O -2.4668 0.5004 1.6882
O -1.7499 -2.0969 1.0888
C -0.0542 -2.8360 -0.3667
C 1.1710 -2.4111 -0.9744
C 0.0413 2.8654 0.5371
C -1.0982 2.3861 1.2796
C 2.1244 -3.2814 -1.7215
H 2.2486 -2.8511 -2.7209
H 1.7371 -4.2993 -1.8180
H 3.0945 -3.3155 -1.2012
C -0.6435 -4.2052 -0.4138
H -1.6273 -4.1670 -0.9000
H -0.7580 -4.6150 0.5973
H -0.0008 -4.8769 -0.9844
C 0.5677 4.2559 0.6388
C -1.9062 3.2299 2.2100
H 1.2311 4.4619 -0.2033
H 1.1280 4.3860 1.5761
H -0.2751 4.9546 0.6359
H -2.4662 2.6254 2.9263
H -2.6013 3.8484 1.6305
H -1.2304 3.8963 2.7544
H 2.1755 1.5931 -1.3660
H -2.3291 -0.5062 1.5498
C -1.4753 0.2020 -1.5077
H -0.8675 -0.2203 -2.3295
H -1.6905 1.2630 -1.6872
H -2.3435 -0.4269 -1.2491
O 2.1032 0.7608 -3.8795
H 1.8688 -0.0583 -4.3721
H 1.2405 1.1281 -3.6327
N 1.2428 0.0000 1.7303
S 1.0873 -1.2144 2.8501
C 2.3238 -0.6629 3.9868
C 2.7438 -1.5946 4.9490
C 3.6162 -1.1992 5.9603
C 4.0904 0.1211 6.0227
C 3.6644 1.0389 5.0568
C 2.7810 0.6542 4.0362
C -0.3943 -0.7013 3.7147
C -0.5190 0.6100 4.1645
C -1.6311 0.9663 4.9315
C -2.5818 0.0094 5.2864
C -2.4287 -1.3095 4.8524
C -1.3330 -1.6750 4.0711
H 2.2109 0.2640 1.4874
H 2.3806 -2.6213 4.8934
H 3.9397 -1.9149 6.7118
H 4.7693 0.4272 6.8236
H 4.0231 2.0695 5.1040
H 2.4635 1.3939 3.3058
H 0.2559 1.3437 3.9433
H -1.7394 1.9988 5.2682
H -3.4399 0.2941 5.8964
H -3.1678 -2.0532 5.1247
H -1.1896 -2.7046 3.7479
*
```